Formula: C11H26AsNO3V
Source: OMol25
Level of theory: ωB97M-V/def2-TZVPD

```
! wB97M-V def2-TZVPD RIJCOSX def2/J DEFGRID3
* xyz 2 2
V 1.19799 0.19260 0.71306
N 1.87642 -1.66912 0.53203
C 2.15114 -2.28870 1.84760
C 1.83084 -1.29839 2.92075
O 1.39927 -0.06306 2.47462
O 1.89495 -1.63890 4.03104
H 1.20988 -2.27139 0.03780
H 2.76081 -1.81274 -0.00037
H 3.21714 -2.54121 1.86474
H 1.58215 -3.18844 1.95233
C 2.67554 0.11644 -2.64628
C 2.53100 1.39730 -1.83824
C 1.77585 2.49484 -2.34548
O 1.81225 0.97019 -0.61157
H 3.13787 0.36764 -3.60653
H 1.71726 -0.36019 -2.94935
H 3.22466 -0.62876 -2.12069
H 3.44447 1.68566 -1.45373
H 0.70292 2.25950 -2.47425
H 2.10635 2.75259 -3.34484
H 1.64571 3.37911 -1.60717
C -1.48713 2.04161 2.10371
C -1.91530 1.80903 0.68935
As -1.22580 -0.02900 0.04346
C -2.28211 -1.41679 1.13464
C -1.90138 -1.40390 2.60639
C -1.52760 0.13697 -1.93580
C -2.82452 -0.48303 -2.48026
H -1.21424 1.12117 2.62919
H -2.27336 2.37633 2.81769
H -0.59582 2.63298 2.13340
H -1.50715 2.52267 0.01505
H -2.97793 1.78711 0.67855
H -2.05347 -2.38525 0.68821
H -3.41574 -1.22061 0.99775
H -0.85140 -1.45786 2.65771
H -2.13273 -2.32735 3.14743
H -2.19813 -0.55233 3.18774
H -0.68720 -0.31776 -2.42870
H -1.37980 1.19199 -2.04400
H -2.75544 -0.33519 -3.55614
H -3.71925 0.00914 -2.05299
H -2.96900 -1.55490 -2.40790
*
```

Values from the calculation:
Energy above the lowest of the compared OMol25 structures with the same formula, charge and spin in kcal per mole: 21.8
HOMO-LUMO gap (spin up / spin down) in eV: 8.189 / 8.818
<S²>: 0.769
E in a.u.: -3894.35207
HOMO (spin up / spin down) in eV: -17.15 / -17.21

Löwdin atomic charge list, values in e, 6 entries:
1 V 0.98
2 N -0.02
3 C -0.07
4 C -0.54
5 O -0.14
6 O 0.24


Formula: C23H49ClO9SiZr
Source: OMol25
Level of theory: ωB97M-V/def2-TZVPD

```
! wB97M-V def2-TZVPD RIJCOSX def2/J DEFGRID3
* xyz 2 1
Zr -0.23104 -0.20937 -0.26340
C 2.59231 -0.61468 1.32007
C 2.56112 -1.53419 0.09564
O 1.19943 -1.94775 -0.16105
C 0.75776 -3.18141 0.46210
C -0.04633 -2.82416 1.69479
O -0.98611 -1.80703 1.34961
C -2.10180 -2.27030 0.47984
C -1.82427 -1.68318 -0.87942
O -1.44496 1.00280 -1.83710
C -3.08636 1.85933 0.06742
C -2.37647 1.90330 1.37023
O -1.10535 1.14946 1.33148
C -0.15313 1.62306 2.33343
C 1.23177 1.38071 1.80291
O 1.28387 -0.01403 1.46628
H 3.34086 0.16460 1.18041
H 2.80076 -1.15146 2.24530
H 3.17809 -2.41724 0.25456
H 2.89534 -1.02309 -0.80262
H 1.62225 -3.80056 0.69720
H 0.15235 -3.69224 -0.28556
H 0.58521 -2.40976 2.47960
H -0.56365 -3.69958 2.09117
H -3.00250 -1.88326 0.95302
H -2.13332 -3.35916 0.53221
H -2.69432 -1.20533 -1.32637
H -1.45471 -2.42082 -1.59161
H -4.06223 1.43794 -0.12257
H -3.21792 2.08849 -2.17138
H -3.00876 1.45754 2.13664
H -2.11224 2.91416 1.67261
H -0.34884 1.09042 3.26341
H -0.29981 2.69341 2.47589
H 1.99589 1.64824 2.53309
H 1.41199 1.96527 0.89396
Cl -2.23246 2.14018 -1.23434
C -1.15249 3.30461 -0.99765
H -1.57946 4.22130 -0.61360
H -0.35672 3.26775 -1.73194
C 1.51670 -1.42263 -5.40220
C 0.95636 -1.91090 -4.07781
C -0.37456 -2.60657 -4.30641
C 1.93982 -2.84011 -3.38058
O 0.68354 -0.77503 -3.19636
Si 1.58505 0.54345 -2.82142
O 1.17744 0.70551 -1.21510
O 3.15204 0.15444 -2.93694
C 4.37061 0.92235 -2.74412
C 4.66409 1.71107 -4.00867
C 4.20511 1.86180 -1.55721
C 5.45892 -0.10502 -2.48178
O 1.18409 1.95338 -3.47874
C 0.72097 2.65172 -4.66020
C 1.47791 2.19771 -5.89690
C 0.98172 4.12633 -4.39573
C -0.76847 2.37562 -4.81854
H 1.78182 -2.27583 -6.02671
H 2.41635 -0.82217 -5.25729
H 0.76747 -0.84005 -5.93776
H -0.25872 -3.39330 -5.05182
H -1.12050 -1.89762 -4.66664
H -0.74101 -3.07076 -3.39102
H 2.11472 -3.72468 -3.99333
H 1.53067 -3.16860 -2.42321
H 2.89431 -2.34101 -3.21311
H 3.90408 2.47606 -4.16570
H 4.69132 1.04882 -4.87446
H 5.63135 2.20721 -3.92586
H 3.39872 2.57699 -1.73512
H 5.12552 2.42158 -1.39156
H 3.98078 1.29837 -0.64856
H 5.53343 -0.79941 -3.31850
H 5.24407 -0.67660 -1.57574
H 6.42404 0.38458 -2.35290
H 2.55296 2.29198 -5.75628
H 1.19354 2.82090 -6.74483
H 1.24546 1.16617 -6.14869
H 2.04963 4.31105 -4.27716
H 0.47120 4.45524 -3.48862
H 0.61945 4.73046 -5.22733
H -0.95951 1.30150 -4.83476
H -1.13830 2.81130 -5.74651
H -1.32766 2.82566 -3.99300
*
```

Values from the calculation:
Energy above the lowest of the compared OMol25 structures with the same formula, charge and spin in kcal per mole: 241.4
HOMO-LUMO gap in eV: 9.126
E in a.u.: -2379.05115
HOMO in eV: -14.87

Löwdin atomic charge list, values in e, 6 entries:
1 Zr 1.91
2 C -0.08
3 C -0.10
4 O -0.28
5 C -0.10
6 C -0.14


Formula: C4H4IrLiO5
Source: OMol25
Level of theory: ωB97M-V/def2-TZVPD

```
! wB97M-V def2-TZVPD RIJCOSX def2/J DEFGRID3
* xyz 1 6
O -0.60774 2.05121 -0.27135
O -0.46664 0.19120 0.88004
C 1.38270 -1.41428 -0.28949
C 2.76755 -0.86102 -0.11769
O 2.70983 0.54026 -0.02006
C -1.18332 1.07012 0.28393
H 1.01334 -2.15544 0.42522
H 0.85143 -1.17239 -1.21722
H 3.39016 -1.15754 -0.98331
H 3.23582 -1.29852 0.78377
O -3.15396 -0.30659 0.27325
O -3.41061 1.84571 -0.14998
C -2.69296 0.85351 0.13118
Ir 1.08031 1.24848 0.27143
Li -4.91591 0.56532 0.00029
*
```

Values from the calculation:
Energy above the lowest of the compared OMol25 structures with the same formula, charge and spin in kcal per mole: 0.0
HOMO-LUMO gap (spin up / spin down) in eV: 8.816 / 6.661
<S²>: 8.763
E in a.u.: -642.43444
HOMO (spin up / spin down) in eV: -13.01 / -14.16

Löwdin atomic charge list, values in e, 6 entries:
1 O -0.08
2 O -0.09
3 C 0.01
4 C -0.33
5 O -0.37
6 C -0.49


Formula: C48H48N2O2P2PtS3
Source: OMol25
Level of theory: ωB97M-V/def2-TZVPD

```
! wB97M-V def2-TZVPD RIJCOSX def2/J DEFGRID3
* xyz 2 1
Pt -0.18578 -0.17064 -0.19599
O -1.37436 0.52944 2.88570
S -0.31432 -0.10386 2.09566
C -0.27622 -1.80914 2.59480
C -0.04278 -2.11265 3.93130
C -0.21201 -3.41824 4.35460
C -0.65925 -4.38962 3.46110
C -0.91169 -4.06360 2.13936
C -0.70252 -2.75984 1.68990
P -0.98273 -2.26519 -0.02509
C -0.34162 -3.55042 -1.10123
C 0.57410 -4.51538 -0.70046
C 1.02126 -5.46252 -1.61429
C 0.57945 -5.43243 -2.92633
C -0.31753 -4.45116 -3.33959
C -0.77672 -3.51380 -2.43265
C -2.78086 -2.32683 -0.24982
C -3.56013 -1.18346 -0.09031
C -4.93942 -1.25871 -0.22204
C -5.54684 -2.46840 -0.52543
C -4.77611 -3.61092 -0.69486
C -3.39922 -3.54181 -0.55823
C 1.23721 0.55167 2.63653
C 1.21002 1.25056 3.83637
C 2.38606 1.82495 4.29377
C 3.55036 1.71609 3.54550
C 3.55218 1.03806 2.33350
C 2.39072 0.44198 1.85755
P 2.28666 -0.46756 0.28707
C 2.90576 -2.13425 0.70344
C 3.07083 -2.57084 2.01528
C 3.61297 -3.82300 2.27839
C 4.02486 -4.63800 1.23405
C 3.86269 -4.21167 -0.07788
C 3.29141 -2.97705 -0.33971
C 3.63152 0.25006 -0.71350
C 4.92761 -0.26264 -0.76877
C 5.89677 0.37192 -1.53352
C 5.58669 1.52710 -2.23878
C 4.30642 2.05889 -2.16933
C 3.33486 1.42099 -1.41168
H 0.25775 -1.34081 4.62830
H -0.01808 -3.67851 5.38630
H -0.82375 -5.40268 3.80254
H -1.28911 -4.81994 1.46268
H 0.94594 -4.53890 0.31580
H 1.71775 -6.22546 -1.29260
H 0.92989 -6.17500 -3.63094
H -0.66487 -4.42840 -4.36452
H -1.49091 -2.76096 -2.74755
H -3.08928 -0.23396 0.13664
H -5.54177 -0.37017 -0.08648
H -6.62214 -2.52305 -0.63142
H -5.24684 -4.55494 -0.93444
H -2.80865 -4.43902 -0.69601
H 0.28210 1.34878 4.38295
H 2.38821 2.37080 5.22757
H 4.46322 2.17233 3.90422
H 4.46087 0.98414 1.74707
H 2.78858 -1.93486 2.84562
H 3.73580 -4.14830 3.30301
H 4.48210 -5.59625 1.44192
H 4.18090 -4.84080 -0.89909
H 3.17002 -2.66417 -1.37072
H 5.18837 -1.15689 -0.21810
H 6.89861 -0.03445 -1.57268
H 6.34602 2.01725 -2.83355
H 4.06658 2.97138 -2.69982
H 2.34185 1.84993 -1.34309
C -1.32298 3.84896 2.36266
N -1.72813 4.06694 0.97362
C -2.24518 5.41754 0.72445
C -1.42937 3.23551 -0.02732
S 0.03215 2.26576 0.13452
N -2.16321 3.31605 -1.13520
C -1.72150 2.85628 -2.44533
C -3.57741 3.70811 -1.11149
H -2.05886 4.34593 2.99291
H -0.33969 4.28500 2.54946
H -1.30621 2.79527 2.59979
H -1.59742 6.11538 1.25483
H -3.26227 5.53731 1.09631
H -2.20511 5.65274 -0.33378
H -0.63637 2.79378 -2.46248
H -2.05153 3.58408 -3.18660
H -2.15561 1.88502 -2.67277
H -3.97857 3.61063 -0.10617
H -4.11492 3.02637 -1.76944
H -3.73017 4.72470 -1.47143
C 1.37557 -1.16029 -3.47012
S 0.49445 0.35329 -3.17898
O -0.66916 -0.01151 -2.21483
C -0.32020 0.54569 -4.72392
C -1.49075 -0.15555 -4.99518
C -2.08678 0.01434 -6.23330
C -1.51528 0.86732 -7.17334
C -0.35312 1.56593 -6.88192
C 0.25156 1.41618 -5.64031
H 0.70143 -1.87874 -3.93042
H 1.71650 -1.51533 -2.49782
H 2.22753 -0.93985 -4.11313
H -1.92835 -0.80092 -4.24461
H -2.99790 -0.51861 -6.46940
H -1.98793 0.99487 -8.13784
H 0.07983 2.23339 -7.61422
H 1.15190 1.96650 -5.39364
*
```

Values from the calculation:
Energy above the lowest of the compared OMol25 structures with the same formula, charge and spin in kcal per mole: 25.8
HOMO-LUMO gap in eV: 6.927
E in a.u.: -4114.04384
HOMO in eV: -12.14

Löwdin atomic charge list, values in e, 6 entries:
1 Pt 0.59
2 O -0.39
3 S 0.73
4 C -0.36
5 C -0.04
6 C -0.03


Formula: C18H31ClNO10Si2
Source: OMol25
Level of theory: ωB97M-V/def2-TZVPD

```
! wB97M-V def2-TZVPD RIJCOSX def2/J DEFGRID3
* xyz -1 1
C -0.84386 0.53265 6.93853
C 0.76688 0.26026 6.79943
C 1.46516 1.35226 5.76823
C 1.18218 -1.27652 6.40742
Si -0.01313 -2.15306 5.17870
O 0.26947 -3.91106 5.12707
Si -1.11311 -4.74696 4.42383
O -1.28404 -4.47507 2.66669
Cl -0.77584 -6.89018 4.65529
C -2.78981 -4.38291 5.29894
O -3.89863 -4.06968 4.62086
O -2.92581 -4.47993 6.77851
C 0.08411 -1.53048 3.35837
C 1.27176 -2.05632 2.30288
C 1.05960 -1.38367 0.79977
C -0.12324 -0.35718 0.36147
N -1.13030 0.09305 1.36351
C -0.99823 -0.48955 2.72888
H -1.41844 0.61583 5.90809
H -0.95511 1.60954 7.44134
H -1.33921 -0.22317 7.69417
H 1.23715 0.48904 7.87114
H 1.14525 2.42312 6.18464
H 1.09306 1.25381 4.66103
H 2.64197 1.28900 5.85198
H 2.30303 -1.30227 6.00969
H 1.20041 -1.93896 7.40040
H -1.40397 -1.92675 5.63543
H -1.00329 -5.34946 2.21807
H 2.11701 -2.81174 2.59073
H 1.85338 -1.67589 -0.03668
H -0.17107 0.03382 -0.76405
H -1.83887 -0.13627 3.50282
C -2.17041 3.11768 -6.24871
C -2.99714 1.84858 -6.14451
O -2.50581 1.01026 -5.09136
C -2.89292 1.35539 -3.83826
O -3.61596 2.29364 -3.54186
O -2.31708 0.49000 -2.96590
C -2.58262 0.78662 -1.59775
H -1.10644 2.87816 -6.34417
H -2.48025 3.71242 -7.11240
H -2.27754 3.73346 -5.35016
H -2.90564 1.27720 -7.07436
H -4.06188 2.06943 -6.00583
H -3.65725 0.88756 -1.41259
H -2.05277 1.69828 -1.30484
H -2.20705 -0.04253 -0.99154
C 0.79070 0.56440 -4.93901
C 1.22071 1.97684 -5.29264
O 2.57697 2.20762 -4.89187
C 3.52659 1.71826 -5.72731
O 3.32556 1.11982 -6.77249
O 4.74218 1.98812 -5.18781
C 5.83528 1.45862 -5.93286
H 0.97150 0.36022 -3.87875
H -0.27133 0.41723 -5.15377
H 1.36277 -0.17620 -5.50671
H 0.60088 2.69411 -4.74419
H 1.08619 2.18548 -6.36038
H 5.78625 1.76237 -6.98388
H 5.85119 0.36780 -5.84625
H 6.76088 1.85385 -5.50498
*
```

Values from the calculation:
HOMO-LUMO gap in eV: 6.224
E in a.u.: -2550.74303
HOMO in eV: -4.46

Löwdin atomic charge list, values in e, 6 entries:
1 C -0.15
2 C -0.44
3 C -0.13
4 C -0.27
5 Si 0.55
6 O -0.39